DFT (the ωB97M-V functional and the def2-TZVPD basis) results for a cluster of 3 separate species, C20H39ClN in total in a non-equilibrium geometry.

```
! wB97M-V def2-TZVPD RIJCOSX def2/J DEFGRID3
* xyz 1 1
Cl 3.11 -0.91 -3.36
N 0.02 -0.86 -0.47
C 2.27 0.99 -1.19
C -1.70 5.95 2.40
C 1.35 5.26 2.68
C -2.57 -4.86 -1.53
C 3.47 1.98 -1.53
C 0.20 4.39 3.19
C -1.60 -7.13 -3.47
C -1.09 4.55 2.38
C -1.24 -5.60 -1.41
C -3.08 5.68 4.52
C 5.21 0.21 -0.43
C 4.62 1.71 -0.41
C -2.50 -3.62 -2.41
C 0.16 0.37 0.29
C 2.07 -0.34 -1.97
C -2.04 6.51 3.78
C -1.91 -8.39 -2.67
C 0.91 -1.26 -1.54
C 1.31 1.39 -0.02
C -0.68 -6.16 -2.73
H 1.57 5.02 1.64
H 0.02 4.61 4.25
H -2.42 7.53 3.66
H -2.89 -4.55 -0.53
H -3.47 -3.12 -2.44
H 1.42 2.36 0.60
H -3.35 -5.53 -1.91
H -0.43 -5.33 -3.40
H -2.23 -3.87 -3.44
H -2.54 -9.06 -3.26
H 5.46 2.49 -0.45
H 0.76 -2.27 -2.08
H -0.49 -4.92 -0.99
H 4.99 -0.39 -1.38
H 0.27 -6.67 -2.51
H -2.54 -6.63 -3.74
H -0.88 4.27 1.34
H -3.31 6.14 5.49
H -0.55 0.65 1.13
H 3.13 3.07 -1.35
H 1.11 6.32 2.75
H 3.84 1.91 -2.60
H -2.44 -8.17 -1.74
H -1.75 -2.91 -2.03
H 4.09 1.84 0.61
H -1.35 -6.41 -0.69
H -0.75 -1.53 -0.26
H 4.77 -0.37 0.47
H -2.61 5.94 1.79
H -1.02 6.65 1.89
H 2.25 5.08 3.27
H -1.12 -7.42 -4.41
H -1.13 6.58 4.39
H -0.99 -8.93 -2.42
H -2.74 4.66 4.71
H -4.01 5.63 3.94
H 0.51 3.34 3.15
H 6.35 0.28 -0.29
H -1.82 3.83 2.75
*
```

Calculated values
DFT total energy = -35375.3746 eV

DFT (the ωB97M-V functional and the def2-TZVPD basis) results for a structure of composition C30H21BF4N6Ru in a non-equilibrium geometry.

```
! wB97M-V def2-TZVPD RIJCOSX def2/J DEFGRID3
* xyz 1 2
Ru -1.45 0.12 1.76
F -3.74 -0.31 5.07
F -2.92 0.81 3.20
F -3.28 -1.47 3.11
F -1.56 -0.65 4.33
N 3.55 -1.76 -3.03
N -2.96 -0.39 0.43
N -0.05 -0.63 0.51
N 3.24 -3.64 -1.87
N -1.76 1.89 0.92
N 0.00 1.22 2.75
C -1.00 4.26 1.09
C 4.93 -5.01 -3.14
C -4.53 0.55 -1.13
C -3.52 -1.58 0.27
C -0.14 5.20 1.71
C 4.41 -2.69 -3.58
C -4.98 1.70 -1.82
C 0.51 0.09 -0.46
C 1.28 -2.50 -0.15
C 5.84 -4.95 -4.17
C 0.83 0.79 3.67
C -3.45 0.68 -0.24
C -0.05 2.54 2.44
C -2.81 1.93 -0.01
C -3.28 3.01 -0.71
C 1.87 -1.76 -1.16
C -4.36 2.89 -1.62
C 0.33 -1.91 0.65
C 0.73 4.82 2.69
C 5.33 -2.61 -4.63
C 2.88 -2.40 -2.02
C 1.68 1.65 4.38
C -4.62 -1.78 -0.57
C 1.47 -0.44 -1.31
C -0.98 2.93 1.44
C -5.11 -0.72 -1.27
C 1.67 2.98 4.07
C 0.79 3.46 3.07
C 4.20 -3.85 -2.85
C 6.04 -3.76 -4.91
B -2.93 -0.44 4.01
H 6.76 -3.75 -5.71
H -3.09 -2.39 0.84
H 3.44 -0.81 -3.32
H 0.18 1.11 -0.55
H 0.82 -0.27 3.88
H -5.82 1.61 -2.51
H 2.32 3.68 4.58
H 4.77 -5.92 -2.57
H 5.49 -1.70 -5.20
H -0.15 -2.46 1.45
H -5.95 -0.84 -1.95
H -1.67 4.63 0.34
H 1.57 -3.53 -0.01
H 1.89 0.20 -2.08
H 6.42 -5.82 -4.43
H -2.85 3.99 -0.59
H 2.32 1.26 5.15
H 1.37 5.54 3.17
H -0.18 6.23 1.40
H -4.69 3.77 -2.16
H -5.06 -2.77 -0.64
*
```

Calculated values
energy relative to the best compared isomer or geometry (same formula, charge and spin) = 23.8 kcal/mol
<S²> = 0.784

DFT (the ωB97M-V functional and the def2-TZVPD basis) results for an isolated molecule of C4H3N3 in a non-equilibrium geometry.

```
! wB97M-V def2-TZVPD RIJCOSX def2/J DEFGRID3
* xyz 0 1
N 2.37 0.08 1.48
N -0.89 0.22 -1.54
N -1.93 0.43 -0.48
C -1.12 0.26 0.49
C 0.17 -0.50 0.23
C 0.21 -0.23 -1.12
C 1.34 -0.15 0.94
H -0.08 -1.54 0.82
H -1.55 0.32 1.36
H 1.25 -0.16 -1.65
*
```

Calculated values
energy relative to the best compared isomer or geometry (same formula, charge and spin) = 92.2 kcal/mol
SMILES string = N#CC1C=NN=C1

DFT (the ωB97M-V functional and the def2-TZVPD basis) results for an isolated molecule of C4H2 in a non-equilibrium geometry.

```
! wB97M-V def2-TZVPD RIJCOSX def2/J DEFGRID3
* xyz 0 1
C 0.07 1.33 -1.37
C 0.08 0.48 -0.46
C 0.08 -0.53 0.51
C -0.24 -1.32 1.35
H 0.36 2.17 -2.02
H -0.35 -2.13 1.99
*
```

Calculated values
energy relative to the best compared isomer or geometry (same formula, charge and spin) = 6.6 kcal/mol
SMILES string = C#CC#C

DFT (the ωB97M-V functional and the def2-TZVPD basis) results for a structure of composition C57H65InP in a non-equilibrium geometry.

```
! wB97M-V def2-TZVPD RIJCOSX def2/J DEFGRID3
* xyz -1 1
In -1.35 -4.35 6.41
P -1.92 -2.11 5.34
C 7.68 3.80 3.43
C -3.17 -1.49 -5.30
C 9.79 3.25 2.42
C 5.48 0.63 7.92
C -7.73 4.76 -2.61
C -0.43 -0.95 5.52
C 0.42 3.93 4.76
C -2.75 -1.26 -6.60
C -2.30 -1.62 0.59
C -2.15 3.68 -9.62
C -0.50 4.90 4.36
C 7.77 3.18 1.11
C -2.80 4.03 -8.45
C 0.77 -1.58 6.32
C -3.74 3.17 -7.89
C 4.25 1.21 5.94
C -3.38 1.62 -9.70
C -1.10 -5.56 0.92
C -0.35 2.47 3.02
C 2.18 -4.76 -5.59
C 5.44 1.25 5.21
C 9.15 3.02 1.21
C -6.79 3.92 -3.19
C -1.73 -3.42 -5.18
C -0.26 -3.87 2.42
C -2.25 -1.55 -0.80
C -2.44 2.48 -10.25
C -8.15 4.53 -1.30
C -1.27 3.42 2.62
C -1.30 -3.18 -6.48
C 0.90 -3.78 1.66
C 1.07 -4.58 0.54
C -1.34 4.64 3.29
C -3.27 -1.21 6.34
C -3.22 0.65 -0.73
C -7.64 3.45 -0.59
C 3.54 -3.11 -4.48
C 7.04 3.57 2.22
C -6.71 2.60 -1.18
C -1.26 -4.76 2.04
C -6.28 2.84 -2.48
C 4.58 -4.91 -5.70
C -2.66 -2.57 -4.59
C 6.65 0.99 5.85
C -1.81 -2.10 -7.19
C 3.32 -5.41 -6.04
C 9.06 3.64 3.53
C -3.27 0.59 0.66
C -4.03 1.96 -8.51
C -2.70 -0.42 -1.46
C 0.07 -5.48 0.17
C 0.50 2.72 4.09
C 6.67 0.68 7.20
C 4.69 -3.76 -4.93
C -2.81 -0.54 1.32
C 4.28 0.90 7.29
C 2.29 -3.61 -4.81
H -3.61 0.68 -10.19
H 1.98 -4.51 -0.05
H 9.72 2.71 0.35
H -1.85 -2.39 -1.36
H 7.28 3.01 0.17
H 3.31 1.41 5.45
H -3.26 -0.16 6.00
H -1.95 -2.50 1.10
H -3.90 -0.84 -4.84
H -2.17 -4.82 2.63
H -2.99 -2.75 -3.57
H -2.93 -1.19 7.40
H -2.83 -5.28 6.82
H 1.22 1.97 4.40
H 7.61 0.47 7.69
H 0.50 -1.72 7.37
H 5.96 3.69 2.15
H 5.50 0.39 8.98
H -1.94 3.22 1.79
H -2.84 -0.60 2.40
H -0.43 -3.99 7.93
H 7.57 1.03 5.28
H -0.27 -5.27 5.31
H -1.47 -1.91 -8.20
H -6.31 1.76 -0.63
H -4.24 3.43 -6.97
H 5.66 -3.37 -4.68
H -0.57 -3.83 -6.94
H -7.97 3.27 0.42
H 1.20 -5.14 -5.85
H -3.15 -0.42 -7.16
H 10.86 3.11 2.50
H -2.66 -0.36 -2.54
H -8.13 5.60 -3.16
H 1.06 -2.54 5.86
H 5.42 1.49 4.16
H 3.35 0.87 7.86
H -3.66 1.42 1.22
H 3.62 -2.22 -3.88
H 3.24 -6.30 -6.64
H 1.58 -0.82 6.27
H -1.88 -6.26 0.63
H -0.29 1.52 2.49
H -8.88 5.18 -0.84
H -0.39 -3.25 3.29
H 5.47 -5.42 -6.05
H -4.75 1.29 -8.08
H -2.06 5.39 2.97
H -1.34 -4.26 -4.62
H 0.20 -6.10 -0.71
H -0.72 -0.06 6.11
H 1.08 4.13 5.60
H -1.94 2.21 -11.17
H -5.55 2.19 -2.94
H -3.57 1.54 -1.25
H -1.42 4.35 -10.05
H 1.39 -3.11 -4.46
H 9.55 3.82 4.48
H -0.12 -0.61 4.51
H 1.68 -3.09 1.96
H -6.45 4.11 -4.21
H -4.25 -1.68 6.22
H -2.58 4.97 -7.96
H -0.55 5.84 4.88
H 7.11 4.11 4.30
*
```

Calculated values
DFT total energy = -74624.7471 eV

DFT (the ωB97M-V functional and the def2-TZVPD basis) results for a cluster of 2 separate species, C2H10P2Si2 in total in a non-equilibrium geometry.

```
! wB97M-V def2-TZVPD RIJCOSX def2/J DEFGRID3
* xyz 0 1
P 0.86 0.96 0.70
P 1.72 -0.99 0.24
Si -0.20 -1.86 -2.07
Si -2.03 1.83 1.26
C -0.90 0.88 0.06
C 3.31 -0.85 0.70
H -1.06 -0.15 0.18
H 3.60 0.09 1.05
H -3.03 1.06 2.03
H 4.14 -1.52 0.77
H -1.58 -1.54 -1.77
H -0.14 -3.33 -2.16
H -1.05 1.18 -0.89
H -1.42 2.64 2.37
H -2.85 2.80 0.44
H 0.63 -1.19 -2.91
*
```

Calculated values
energy relative to the best compared isomer or geometry (same formula, charge and spin) = 66.5 kcal/mol